Record 1
{"formula": "C3H8N4O", "method": "ωB97M-V/def2-TZVPD", "species": ["C", "C", "C", "N", "N", "N", "N", "O", "H", "H", "H", "H", "H", "H", "H", "H"], "coordinates": [[-0.3096, -0.6662, -0.4475], [1.1905, 0.6643, 0.2429], [-1.3572, -0.7036, 0.6292], [1.8860, -1.5486, -0.1644], [0.5912, -1.7658, -0.4511], [2.1982, -0.3820, 0.1913], [1.4359, 1.7536, -0.5655], [3.3782, -0.0375, 0.4399], [-0.6617, -0.3439, -1.4251], [0.8052, 0.8712, 1.2339], [-2.1863, -1.3427, 0.3160], [-1.7532, 0.2915, 0.8167], [-0.9427, -1.1094, 1.5498], [0.5031, -2.4736, -1.1701], [1.3862, 2.6657, -0.1416], [2.2368, 1.6426, -1.1718]], "atomic_forces_ev_per_a": [[2.451, 2.636, 1.622], [-3.497, -2.162, -1.614], [-0.056, -0.146, -0.293], [0.954, -0.141, 0.057], [-0.599, -0.335, -0.265], [-0.734, -0.303, -0.186], [0.275, 0.133, -0.096], [0.850, 0.172, 0.192], [0.061, -0.004, -0.054], [0.192, -0.034, 0.072], [-0.109, -0.040, 0.145], [-0.097, 0.110, 0.022], [0.020, 0.012, 0.063], [0.195, 0.107, 0.161], [0.133, -0.105, 0.112], [-0.041, 0.100, 0.062]], "e_above_lowest_kcal_mol": 137.5, "max_force_ha_per_bohr": 0.08590, "gap_ev": [8.89, 8.89], "charge": 0, "e_homo_ev": [-7.98, -7.98]}

***

Record 2
{"formula": "C3H8N4O", "method": "ωB97M-V/def2-TZVPD", "species": ["C", "C", "C", "H", "H", "H", "H", "H", "H", "H", "H", "N", "N", "N", "N", "O"], "coordinates": [[-1.2524, 0.6995, 0.5022], [0.1194, 1.1160, 0.2004], [2.3906, 0.2457, -0.3212], [-2.6624, -1.7606, -0.8736], [-3.4017, -0.1583, -0.8921], [-2.3246, 1.0513, 0.8714], [0.4190, 2.0728, 0.8832], [0.1515, 1.8278, -0.7526], [0.1957, -1.7660, 0.6255], [2.6402, 1.2907, -0.5519], [2.8867, -1.5418, 0.1213], [-2.9312, -0.8214, -0.3325], [-1.5586, -0.4113, -0.0294], [1.0369, -0.0642, -0.0585], [3.3303, -0.6803, -0.3186], [0.9609, -1.0999, 0.9267]], "atomic_forces_ev_per_a": [[-5.013, -1.556, -0.844], [2.078, 4.176, 0.168], [1.809, -2.900, 0.099], [-1.629, 3.011, 1.277], [-0.322, 0.812, -0.939], [2.818, 1.473, -0.106], [0.105, -2.805, -0.347], [-0.416, -2.153, 1.196], [2.190, 2.533, 0.446], [-0.367, -0.469, -0.241], [0.664, 1.115, -0.981], [3.525, -3.359, 1.003], [-0.176, -1.725, -1.738], [-0.638, 1.406, 1.003], [-2.566, 1.587, 1.056], [-2.062, -1.145, -1.053]], "smiles": "[H]/N=C\\N(O)C/C=N/N", "e_above_lowest_kcal_mol": 158.0, "max_force_ha_per_bohr": 0.10339, "gap_ev": 9.70, "charge": 0, "e_homo_ev": -8.96}

***

Record 3
{"formula": "C3H8N4O", "method": "ωB97M-V/def2-TZVPD", "species": ["C", "C", "C", "N", "N", "N", "N", "O", "H", "H", "H", "H", "H", "H", "H", "H"], "coordinates": [[0.1902, 1.1898, -0.0551], [1.4729, 0.3907, -0.0093], [-1.5165, 0.2480, 0.0043], [1.8326, -0.1710, 1.1204], [-2.5270, 1.0692, -0.0587], [2.0789, 0.1023, -1.1744], [-1.5191, -1.0422, 0.2181], [0.1210, 2.3559, -0.2868], [1.5305, -0.1396, 2.0363], [2.6049, -0.9137, 0.9898], [-2.3553, 2.0876, -0.1738], [-3.4140, 1.0351, 0.4899], [1.7370, 0.3192, -2.1164], [2.8554, -0.4847, -1.1053], [-0.6765, -1.5415, 0.4617], [-2.3012, -1.6992, 0.2602]], "atomic_forces_ev_per_a": [[-2.770, 1.338, -1.306], [-0.517, -1.021, -1.037], [2.094, 1.109, 0.844], [3.470, -2.595, -3.450], [-0.391, 1.641, 0.867], [-2.155, 1.303, 1.599], [0.165, -0.437, 0.164], [-0.010, -2.231, 0.739], [-1.320, 0.949, 2.137], [-1.333, 1.608, 0.665], [0.537, -0.876, -0.374], [0.647, -1.116, -0.796], [0.044, 0.292, 0.648], [1.663, -1.055, -0.307], [0.327, 0.302, -0.234], [-0.452, 0.789, -0.158]], "e_above_lowest_kcal_mol": 0.0, "max_force_ha_per_bohr": 0.10771, "gap_ev": 10.22, "charge": 2, "e_homo_ev": -19.52}

***

Record 4
{"formula": "C3H8N4S", "method": "ωB97M-V/def2-TZVPD", "species": ["C", "C", "C", "H", "H", "H", "H", "H", "H", "H", "H", "N", "N", "N", "N", "S"], "coordinates": [[2.2187, 1.3988, -0.1105], [0.4645, -0.2737, -0.1587], [-2.6684, -1.6320, -0.2959], [2.4869, 0.8198, -0.9561], [3.0003, 1.3084, 0.7968], [2.3281, 2.5650, -0.4349], [0.1208, 1.1981, 2.3254], [0.5220, -1.9624, -0.8479], [-1.5498, 0.2784, -0.1840], [-3.2965, -0.7562, 0.0283], [-3.3370, -2.5119, -0.6884], [0.8270, 1.0020, 0.0774], [1.1921, -1.1625, -0.6269], [-0.8852, -0.5628, 0.2958], [-1.4409, -1.6403, -0.3903], [0.0174, 1.9314, 1.1700]], "atomic_forces_ev_per_a": [[1.647, 2.692, 0.422], [-1.915, -1.276, 0.684], [-4.933, -1.556, -1.395], [1.116, -0.536, -0.621], [-2.140, -0.337, -1.788], [-0.723, -2.793, 0.818], [0.142, 0.201, -0.491], [1.503, 0.916, 0.472], [2.474, -1.953, 2.486], [0.821, -0.671, 0.234], [1.714, 1.595, 0.558], [1.780, 1.705, 0.822], [0.090, -2.104, -1.482], [-2.069, 4.243, -3.303], [1.683, -1.138, 1.075], [-1.190, 1.010, 1.510]], "smiles": "[H]/N=C(\\NN=C)N(C)S", "e_above_lowest_kcal_mol": 79.8, "max_force_ha_per_bohr": 0.11203, "gap_ev": 9.58, "charge": 0, "e_homo_ev": -8.97}